Model P:
{
  "formula": "C4H6N2",
  "method": "the ωB97M-V functional and the def2-TZVPD basis",
  "species": ["N", "C", "C", "C", "N", "C", "H", "H", "H", "H", "H", "H"],
  "xyz": [[-0.95943, -1.27474, -0.39458], [-0.01109, -0.40428, -1.03131], [-1.09881, 0.14580, -0.18817], [-0.01866, 0.87543, 0.69902], [1.03564, 0.08060, 1.27204], [1.05318, 0.30222, -0.14870], [-0.66081, -1.86040, 0.37969], [0.11260, -0.36023, -2.10486], [-2.01617, 0.63322, -0.49790], [-0.13998, 1.90612, 1.01122], [0.82445, -0.84005, 1.64556], [1.87906, 0.79632, -0.64202]],
  "mulliken_charge": [-0.56, -0.19, -0.24, -0.20, -0.56, -0.22, 0.22, 0.38, 0.39, 0.39, 0.22, 0.37],
  "homo_lumo_gap_ev": 10.314,
  "homo_energy_ha": -0.3326,
  "lumo_ev": 1.264,
  "smiles": "N1[C@H]2[C@@H]1[C@H]1N[C@@H]21"
}

Model Q:
{
  "formula": "C4H6N2",
  "method": "the ωB97M-V functional and the def2-TZVPD basis",
  "species": ["N", "C", "C", "N", "C", "C", "H", "H", "H", "H", "H", "H"],
  "xyz": [[1.20322, 1.41100, -0.74576], [0.43229, 0.46880, -0.08556], [0.63072, -0.39894, 0.96114], [-0.39229, -1.32681, 0.86504], [-1.26247, -0.97535, -0.14524], [-0.78614, 0.20601, -0.73203], [1.87260, 1.79368, -0.05135], [0.38979, 1.93411, -1.43546], [1.47290, -0.56249, 1.62136], [-0.54367, -2.03971, 1.56878], [-2.15779, -1.57746, -0.25762], [-0.85917, 1.06716, -1.56332]],
  "mulliken_charge": [-0.50, 0.75, -0.84, 0.01, -0.79, -0.11, 0.24, 0.26, 0.33, 0.21, 0.36, 0.06],
  "homo_lumo_gap_ev": 8.467,
  "homo_energy_ha": -0.2720,
  "lumo_ev": 1.065,
  "smiles": "Nc1cc[nH]c1"
}

Model R:
{
  "formula": "C4H6N2",
  "method": "the ωB97M-V functional and the def2-TZVPD basis",
  "species": ["N", "C", "C", "C", "C", "N", "H", "H", "H", "H", "H", "H"],
  "xyz": [[2.14585, 0.67124, 1.94988], [1.58655, -0.02579, 1.21068], [0.96779, -0.93425, 0.23639], [-0.54720, -1.30479, 0.16304], [-0.90083, 0.99657, -0.52428], [-1.18560, -0.44085, -0.59262], [1.31471, -0.61694, -0.76243], [1.37204, -1.92574, 0.42355], [-0.69312, 1.17024, 0.52824], [-0.04388, 1.32079, -1.12064], [-1.79333, 1.55587, -0.79719], [-2.14916, -0.67760, -0.80212]],
  "mulliken_charge": [-0.42, 0.35, -0.38, -0.43, -0.87, -0.05, 0.31, 0.28, 0.33, 0.25, 0.34, 0.29],
  "homo_lumo_gap_ev": 9.189,
  "homo_energy_ha": -0.3213,
  "lumo_ev": 0.446
}

Model S:
{
  "formula": "C4H6N2",
  "method": "the ωB97M-V functional and the def2-TZVPD basis",
  "species": ["C", "C", "C", "C", "N", "N", "H", "H", "H", "H", "H", "H"],
  "xyz": [[-0.64043, 2.75555, -1.19029], [-0.93158, -0.22887, 0.48067], [0.54661, -0.37127, 0.15757], [1.20162, -1.81161, -0.13955], [-0.35437, 3.20545, -2.20137], [-0.48513, 0.00093, -0.69146], [-1.07237, 2.32445, -0.34156], [1.38808, 0.37032, 0.40285], [1.74922, -1.75447, -1.09638], [0.46899, -2.61459, -0.25874], [1.99790, -2.13218, 0.53789], [-0.66062, 0.65790, -1.49218]],
  "mulliken_charge": [0.06, -0.38, 0.22, -1.16, -0.35, -0.07, 0.31, 0.20, 0.27, 0.31, 0.33, 0.27],
  "homo_lumo_gap_ev": 10.121,
  "homo_energy_ha": -0.3486,
  "lumo_ev": 0.634
}

Tell me which of them is the most stable. Sure, it is model Q.

Model P:
{
  "formula": "C4H6N2",
  "method": "the ωB97M-V functional and the def2-TZVPD basis",
  "species": ["C", "C", "C", "N", "N", "C", "H", "H", "H", "H", "H", "H"],
  "xyz": [[-1.75003, -0.72830, 0.39115], [-0.58680, 0.10386, 0.00808], [0.73726, 0.13027, -0.65508], [2.02950, -0.03394, 0.09518], [2.38344, 0.69218, 0.99837], [-0.06636, 1.27485, -0.19314], [-2.64437, -0.09944, 0.42631], [-1.90878, -1.51680, -0.35151], [-1.62045, -1.20159, 1.36860], [0.86788, -0.19556, -1.69425], [2.64790, -0.77250, -0.30705], [-0.08919, 2.34696, -0.08666]],
  "mulliken_charge": [-0.95, 0.39, -0.48, 0.24, -0.67, -0.35, 0.28, 0.30, 0.27, 0.34, 0.28, 0.36],
  "homo_lumo_gap_ev": 8.707,
  "homo_energy_ha": -0.2848,
  "lumo_ev": 0.957
}

Model Q:
{
  "formula": "C4H6N2",
  "method": "the ωB97M-V functional and the def2-TZVPD basis",
  "species": ["C", "C", "C", "C", "H", "H", "H", "H", "H", "H", "N", "N"],
  "xyz": [[-0.67020, 0.01629, -0.02988], [0.11242, 1.11014, 0.01049], [1.48713, 0.65219, -0.04899], [1.46459, -0.71579, -0.06763], [-2.57860, -0.43261, 0.92951], [-2.46763, 0.79346, -0.67264], [-0.17507, 2.17052, 0.18554], [2.44802, 1.10889, -0.09597], [2.36064, -1.34133, 0.03192], [-0.11317, -2.04938, -0.07766], [-2.05536, -0.18508, -0.12814], [0.18723, -1.12731, -0.03656]],
  "mulliken_charge": [0.04, -0.52, -0.40, -0.31, 0.28, 0.31, 0.34, 0.40, 0.34, 0.14, -0.59, -0.04],
  "homo_lumo_gap_ev": 8.659,
  "homo_energy_ha": -0.2860,
  "lumo_ev": 0.876,
  "smiles": "Nc1ccc[nH]1"
}

Model R:
{
  "formula": "C4H6N2",
  "method": "the ωB97M-V functional and the def2-TZVPD basis",
  "species": ["C", "C", "C", "C", "N", "N", "H", "H", "H", "H", "H", "H"],
  "xyz": [[0.36792, -0.79016, -0.44112], [0.33078, 0.73803, -0.41038], [-1.09989, -0.75314, 0.01421], [-1.07799, 0.80199, -0.00819], [1.60992, -0.68689, 0.17971], [1.51867, 0.67267, 0.27824], [-1.81743, -1.23466, -0.62457], [-1.53830, -1.06853, 1.00088], [-1.43490, 1.22909, 0.94526], [-1.73544, 1.00423, -0.88539], [2.50141, -1.12732, -0.12698], [2.37524, 1.21470, 0.07834]],
  "mulliken_charge": [-0.15, -0.08, -0.40, -0.48, -0.24, -0.21, 0.28, 0.23, 0.35, 0.19, 0.26, 0.26],
  "homo_lumo_gap_ev": 8.477,
  "homo_energy_ha": -0.2827,
  "lumo_ev": 0.786,
  "smiles": "C1Cc2[nH][nH]c21"
}

Model S:
{
  "formula": "C4H6N2",
  "method": "the ωB97M-V functional and the def2-TZVPD basis",
  "species": ["N", "C", "C", "C", "C", "N", "H", "H", "H", "H", "H", "H"],
  "xyz": [[-1.72521, -1.03423, -1.34194], [-0.69208, -0.23826, -1.19949], [0.52365, -0.48419, -0.63668], [1.37866, -0.08999, 0.34613], [0.90929, 0.87991, 1.32932], [-0.31042, 1.27324, 1.35428], [-2.47785, -0.69263, -1.91976], [-1.98392, -1.73000, -0.64855], [0.72968, -0.73741, -1.73896], [2.41357, -0.42512, 0.37950], [1.67447, 1.28644, 2.01073], [-0.43985, 1.99224, 2.06540]],
  "mulliken_charge": [-0.31, -0.43, 0.31, -0.56, 0.06, -0.61, 0.26, 0.23, 0.17, 0.31, 0.34, 0.23],
  "homo_lumo_gap_ev": 8.153,
  "homo_energy_ha": -0.2778,
  "lumo_ev": 0.594
}

Tell me which of them is the most stable. Sure, it is model Q.

Model P:
{
  "formula": "C4H6N2",
  "method": "the ωB97M-V functional and the def2-TZVPD basis",
  "species": ["C", "C", "C", "N", "N", "C", "H", "H", "H", "H", "H", "H"],
  "xyz": [[0.88001, 1.04127, -1.10732], [0.02998, 0.07150, -0.31078], [-0.47016, 0.36301, 0.93036], [-0.80104, -0.77725, 1.55181], [-0.65205, -1.85041, 0.75195], [-0.21403, -1.33157, -0.39332], [0.65746, 1.03955, -2.17311], [0.80772, 2.08740, -0.76220], [1.93969, 0.77127, -0.99267], [-0.75509, 1.30469, 1.34718], [-1.22099, -0.78314, 2.47363], [-0.19578, -1.92612, -1.30873]],
  "mulliken_charge": [-1.08, 0.55, -0.48, 0.23, -0.73, -0.35, 0.31, 0.32, 0.23, 0.39, 0.23, 0.40],
  "homo_lumo_gap_ev": 9.999,
  "homo_energy_ha": -0.3302,
  "lumo_ev": 1.015,
  "smiles": "Cc1cn[nH]c1"
}

Model Q:
{
  "formula": "C4H6N2",
  "method": "the ωB97M-V functional and the def2-TZVPD basis",
  "species": ["C", "C", "C", "C", "N", "N", "H", "H", "H", "H", "H", "H"],
  "xyz": [[0.35675, -2.84047, -1.04925], [0.47605, -1.64077, -0.35369], [0.51302, -0.18179, -0.66230], [-0.40136, 0.86908, -0.14907], [0.29377, -3.86538, -1.52514], [1.56167, -0.91137, 0.04039], [-0.86918, -2.07187, 0.82318], [1.00946, 0.00279, -1.68607], [0.11428, 1.84318, 0.07189], [-0.86489, 0.50320, 0.69652], [-1.11231, 1.31557, -0.95579], [1.93719, -0.86242, 0.94134]],
  "mulliken_charge": [0.12, -0.25, 0.49, -1.08, -0.38, -0.43, 0.10, 0.26, 0.28, 0.40, 0.25, 0.22],
  "homo_lumo_gap_ev": 9.351,
  "homo_energy_ha": -0.3498,
  "lumo_ev": -0.168
}

Tell me which of them is the most stable. Sure, it is model P.